267
Properties=species:S:1:pos:R:3 method="wB97M-V/def2-TZVPD" orbital_gap_ev=5.00 total_charge=+1 lumo_energy_ev=-2.2 energy_ha=-6282.12174 multiplicity=1
C -21.62955 -22.92388 -17.11006
C -22.31919 -22.47072 -15.72877
C -21.26280 -21.84045 -14.76211
C -21.85586 -21.74161 -13.36995
P -22.98585 -20.47758 -12.89718
C -22.24243 -18.85523 -13.35416
C -20.94657 -18.60797 -12.62465
C -20.43065 -17.14070 -12.68372
C -19.27750 -16.83036 -11.70669
C -24.62606 -20.42562 -13.75999
C -25.70856 -19.36776 -13.45965
C -26.25791 -19.32493 -12.07838
C -27.05257 -20.60504 -11.56108
C -23.28026 -20.49497 -11.06073
C -22.32343 -21.33340 -10.15991
C -21.07855 -20.56520 -9.65963
C -20.33334 -21.34031 -8.58203
H -21.24159 -22.02938 -17.59736
H -22.14003 -23.42801 -17.93064
H -20.73152 -23.49436 -16.87300
H -22.68186 -23.36074 -15.21452
H -23.18941 -21.83068 -15.87431
H -20.88567 -20.90468 -15.17467
H -20.46132 -22.57317 -14.66813
H -20.97837 -21.46447 -12.78574
H -22.13690 -22.70249 -12.93888
H -22.97712 -18.05007 -13.36176
H -22.06573 -18.91149 -14.42827
H -20.16770 -19.26291 -13.01519
H -21.13956 -18.78182 -11.56605
H -21.28196 -16.49826 -12.45866
H -20.13912 -17.00772 -13.72556
H -18.48396 -17.56829 -11.82429
H -19.61651 -16.75312 -10.67363
H -18.85894 -15.82760 -11.79267
H -25.07819 -21.41691 -13.72796
H -24.36465 -20.36185 -14.81626
H -26.55113 -19.48323 -14.14144
H -25.37798 -18.34455 -13.63810
H -26.99159 -18.52766 -11.95922
H -25.57398 -19.09275 -11.26202
H -27.98341 -20.90433 -12.04280
H -27.56949 -20.32426 -10.64345
H -26.36316 -21.42614 -11.36460
H -24.25804 -20.96104 -10.93900
H -23.50212 -19.48358 -10.72018
H -22.03466 -22.27257 -10.63181
H -22.91848 -21.66197 -9.30783
H -21.41164 -19.60497 -9.26579
H -20.32329 -20.39310 -10.42650
H -19.53595 -20.86292 -8.01249
H -19.97952 -22.31726 -8.91137
H -21.05326 -21.59331 -7.80370
C -9.01353 -25.17648 -4.75883
C -9.96568 -25.07897 -5.94409
C -9.91922 -26.22825 -6.92404
C -11.04565 -25.93178 -7.91585
P -11.11150 -27.10671 -9.32119
C -9.68366 -27.14270 -10.38840
C -9.10876 -25.77384 -10.68528
C -8.04895 -25.98225 -11.71706
C -7.06556 -24.77610 -11.82367
C -11.65330 -28.76685 -8.77511
C -12.96182 -28.92230 -7.86416
C -12.80508 -30.16804 -7.00102
C -14.13708 -30.59462 -6.34079
C -12.49811 -26.44523 -10.30908
C -12.72158 -26.86267 -11.76864
C -12.98674 -28.38265 -11.91505
C -13.33122 -28.77739 -13.33435
H -8.79113 -26.23218 -4.60345
H -9.59127 -24.84489 -3.89607
H -8.12342 -24.56642 -4.91250
H -9.87399 -24.15680 -6.51791
H -10.98813 -25.04073 -5.56824
H -10.11868 -27.17208 -6.41660
H -8.93111 -26.30189 -7.37827
H -11.20047 -24.94887 -8.36085
H -11.98493 -26.15853 -7.41142
H -10.01442 -27.47055 -11.37391
H -8.91286 -27.76320 -9.93130
H -8.70627 -25.31313 -9.78315
H -9.90746 -25.12472 -11.04418
H -8.51360 -26.20842 -12.67678
H -7.41764 -26.84441 -11.50206
H -7.59967 -23.91836 -12.23245
H -6.13093 -25.01105 -12.33295
H -6.77600 -24.41763 -10.83587
H -10.82472 -29.25588 -8.26286
H -11.54124 -29.48627 -9.58627
H -13.85516 -29.06220 -8.47284
H -13.15548 -28.08102 -7.19869
H -12.04120 -29.84766 -6.29255
H -12.46039 -31.12945 -7.38179
H -14.90622 -30.79139 -7.08766
H -14.41991 -29.70397 -5.77965
H -13.94461 -31.47667 -5.73004
H -12.41768 -25.36296 -10.41070
H -13.40361 -26.53335 -9.70873
H -11.84132 -26.61198 -12.36059
H -13.52157 -26.34317 -12.29613
H -13.87983 -28.63317 -11.34256
H -12.10227 -28.87270 -11.50806
H -13.57912 -29.83874 -13.32052
H -12.45248 -28.62252 -13.96040
H -14.13125 -28.14040 -13.71155
C -17.04254 -26.95641 -9.12228
C -17.79359 -25.66584 -8.75978
N -19.22516 -25.77930 -9.10398
C -19.84109 -26.07738 -10.28911
C -21.18419 -25.90031 -10.24139
N -21.40562 -25.28997 -9.01825
C -20.23098 -25.30876 -8.31527
C -22.68413 -24.88772 -8.62384
H -16.04560 -26.99880 -8.68364
H -16.98770 -27.03623 -10.20798
H -17.55176 -27.88144 -8.85189
H -17.38588 -24.76924 -9.22667
H -17.73411 -25.46642 -7.68983
H -19.19913 -26.35679 -11.11144
H -22.02873 -25.99329 -10.90811
H -20.15304 -24.88099 -7.32667
H -23.46901 -25.43062 -9.15044
H -22.83394 -23.83777 -8.87540
H -22.80601 -25.08300 -7.55842
C -29.91932 -23.34083 -3.88554
C -28.78116 -22.91314 -4.81626
N -27.87972 -23.98268 -5.10884
C -27.09477 -24.72551 -4.27171
C -26.35090 -25.63284 -5.09675
N -26.77327 -25.54776 -6.37178
C -27.74902 -24.57099 -6.40855
C -26.46774 -26.49294 -7.48888
H -30.32910 -22.47828 -3.36001
H -29.55094 -24.04242 -3.13710
H -30.67343 -23.88379 -4.45527
H -28.13891 -22.10889 -4.45736
H -29.17573 -22.54228 -5.76225
H -27.05465 -24.59124 -3.20084
H -25.69516 -26.42705 -4.77174
H -28.25507 -24.24776 -7.30622
H -25.41385 -26.44160 -7.76232
H -27.09709 -26.19504 -8.32749
H -26.78094 -27.52215 -7.31357
C -15.38708 -24.54338 -2.90648
C -15.62490 -26.11977 -2.61375
N -16.49622 -26.69985 -3.67083
C -16.14398 -27.49129 -4.77150
C -17.26502 -27.90391 -5.47333
N -18.34042 -27.32485 -4.87150
C -17.88589 -26.55955 -3.77852
C -19.70843 -27.40376 -5.32069
H -15.03725 -24.42637 -3.93216
H -14.64489 -24.03278 -2.29284
H -16.24297 -23.87082 -2.96317
H -16.00497 -26.41845 -1.63680
H -14.68069 -26.66295 -2.65297
H -15.13043 -27.83725 -4.91080
H -17.31891 -28.54900 -6.33782
H -18.58462 -26.18435 -3.04545
H -20.01264 -26.44805 -5.74749
H -20.36623 -27.53947 -4.46222
H -19.89406 -28.09874 -6.13961
C -24.74392 -28.20245 -10.75128
C -24.60200 -29.43904 -11.78516
N -25.85772 -29.83952 -12.38582
C -25.97933 -30.61146 -13.50661
C -27.32447 -30.74886 -13.85856
N -28.04859 -30.02512 -12.92297
C -27.16418 -29.47419 -12.01397
C -29.51825 -29.91172 -12.81264
H -23.80363 -28.05939 -10.21885
H -25.60595 -28.23762 -10.08512
H -24.99542 -27.33369 -11.35963
H -24.28957 -30.30376 -11.19973
H -23.89064 -29.26686 -12.59289
H -25.11278 -31.01553 -14.00881
H -27.80059 -31.08461 -14.76795
H -27.51742 -28.94898 -11.13888
H -29.93264 -29.63666 -11.84273
H -29.94808 -30.89423 -13.00764
H -29.80159 -29.28290 -13.65667
C -23.07163 -23.08785 -5.42200
C -23.41927 -23.42449 -3.88799
N -22.18272 -23.16729 -3.04541
C -22.18914 -22.90394 -1.69413
C -20.90100 -22.62590 -1.28394
N -20.06130 -22.88334 -2.32842
C -20.86906 -23.15543 -3.40021
C -18.63387 -22.68243 -2.39720
H -23.19203 -22.01837 -5.59468
H -23.84865 -23.42387 -6.10860
H -22.11228 -23.40384 -5.83175
H -23.81973 -24.43652 -3.82861
H -24.22978 -22.83320 -3.46193
H -23.00713 -22.86081 -0.99027
H -20.53689 -22.44494 -0.28339
H -20.49969 -23.24139 -4.41144
H -18.32005 -23.47832 -3.07261
H -18.18209 -22.77201 -1.40928
H -18.42546 -21.66626 -2.73198
C -20.97832 -32.53719 -12.15829
C -21.42858 -31.72047 -10.92887
O -22.59157 -31.76284 -10.41926
N -20.39014 -30.86597 -10.24426
H -20.13592 -31.18538 -9.32044
H -19.51034 -30.89661 -10.73934
C -20.82558 -29.40667 -10.07754
H -20.38091 -31.92688 -12.83557
H -21.88139 -32.88976 -12.65652
H -20.32457 -33.34892 -11.83919
H -21.49389 -29.51260 -9.22298
H -21.36487 -29.06496 -10.96099
H -20.01951 -28.72229 -9.81304
C -20.61267 -25.84029 -13.75003
C -19.84601 -26.38172 -15.00195
O -20.28773 -26.32338 -16.15214
N -18.51345 -27.14415 -14.71256
H -17.92146 -26.50376 -14.20312
H -18.71395 -27.92456 -14.10359
C -17.88707 -27.77079 -15.99195
H -19.91182 -25.39442 -13.04427
H -21.08829 -26.69973 -13.27754
H -21.42925 -25.15417 -13.97482
H -18.45133 -28.64964 -16.30395
H -16.96310 -28.22705 -15.63669
H -17.72801 -26.89133 -16.61592
O -24.27457 -28.08184 -5.83290
C -23.26538 -27.41467 -6.18367
O -22.72362 -26.59791 -5.46753
O -22.89634 -27.71505 -7.30181
H -24.11450 -28.61004 -6.61838
O -24.78817 -23.20069 -11.71315
C -24.46778 -24.03220 -12.71821
O -24.89762 -23.87413 -13.89078
O -23.64673 -24.87751 -12.34269
H -24.36946 -23.73974 -11.03809
O -17.72096 -31.58372 -6.36435
C -18.52055 -31.22773 -7.39533
O -19.09258 -32.06695 -8.08077
O -18.66432 -30.04085 -7.69219
H -17.78432 -32.52903 -6.51915
O -16.57484 -22.49767 -5.55647
C -17.88953 -22.52380 -5.62715
O -18.29354 -23.62304 -5.95580
O -18.60549 -21.52784 -5.35356
H -16.58982 -23.41305 -5.84535
O -25.31374 -21.34075 -7.96142
C -26.12372 -22.19043 -8.46618
O -25.53696 -23.20836 -8.92360
O -27.32951 -22.02561 -8.39270
H -24.71464 -22.03751 -8.23927
O -16.61813 -29.36145 -11.93911
C -17.87602 -29.75900 -12.14598
O -18.65929 -28.85220 -12.48057
O -18.14144 -30.94346 -12.11090
H -16.63427 -28.45206 -12.24627
O -15.96649 -25.03601 -11.42059
C -16.65260 -25.39094 -12.50902
O -17.62886 -24.75153 -12.94885
O -16.21009 -26.35257 -13.18380
H -16.44816 -24.21993 -11.26696
O -18.25553 -22.04995 -12.56442
C -17.48774 -21.58691 -11.53206
O -16.92086 -22.40729 -10.75072
O -17.18222 -20.36580 -11.53588
H -18.24309 -22.98624 -12.35272